{"formula": "C42H84O42", "method": "ωB97M-V/def2-TZVPD", "e_lumo_ev": 0.239, "e_homo_ha": -0.3753, "e_above_lowest_kj_mol": 586.1, "elements": ["C", "O", "C", "O", "O", "C", "H", "H", "H", "H", "H", "H", "C", "O", "C", "O", "O", "C", "H", "H", "H", "H", "H", "H", "C", "O", "C", "O", "O", "C", "H", "H", "H", "H", "H", "H", "C", "O", "C", "O", "O", "C", "H", "H", "H", "H", "H", "H", "C", "O", "C", "O", "O", "C", "H", "H", "H", "H", "H", "H", "C", "O", "C", "O", "O", "C", "H", "H", "H", "H", "H", "H", "C", "O", "C", "O", "O", "C", "H", "H", "H", "H", "H", "H", "C", "O", "C", "O", "O", "C", "H", "H", "H", "H", "H", "H", "C", "O", "C", "O", "O", "C", "H", "H", "H", "H", "H", "H", "C", "O", "C", "O", "O", "C", "H", "H", "H", "H", "H", "H", "C", "O", "C", "O", "O", "C", "H", "H", "H", "H", "H", "H", "C", "O", "C", "O", "O", "C", "H", "H", "H", "H", "H", "H", "C", "O", "C", "O", "O", "C", "H", "H", "H", "H", "H", "H", "C", "O", "C", "O", "O", "C", "H", "H", "H", "H", "H", "H"], "coordinates": [[-2.931, 0.736, 1.999], [-4.088, 1.187, 2.782], [-4.675, 0.383, 3.726], [-4.520, -0.776, 3.893], [-5.490, 1.279, 4.409], [-6.034, 0.882, 5.676], [-3.255, -0.148, 1.451], [-2.009, 0.441, 2.500], [-2.750, 1.442, 1.189], [-6.625, -0.024, 5.543], [-6.733, 1.619, 6.073], [-5.261, 0.719, 6.427], [2.372, 0.010, 5.447], [2.159, -1.147, 4.668], [0.953, -1.822, 4.511], [0.853, -2.788, 3.782], [-0.095, -1.191, 5.098], [-1.468, -1.601, 4.898], [2.131, -0.193, 6.491], [1.772, 0.845, 5.085], [3.415, 0.311, 5.343], [-1.608, -2.490, 5.513], [-1.584, -1.855, 3.844], [-2.220, -0.889, 5.238], [-1.973, -2.223, -5.442], [-1.600, -2.921, -4.270], [-1.870, -4.319, -4.195], [-2.259, -5.005, -5.115], [-1.647, -4.711, -2.902], [-2.172, -5.969, -2.493], [-1.572, -1.210, -5.396], [-3.048, -2.329, -5.588], [-1.410, -2.722, -6.230], [-3.221, -6.057, -2.778], [-2.099, -6.070, -1.410], [-1.637, -6.742, -3.046], [-2.366, 2.433, 6.092], [-1.545, 3.599, 5.829], [-0.388, 3.477, 4.982], [-0.098, 2.462, 4.311], [0.240, 4.632, 4.897], [0.210, 5.626, 5.940], [-1.812, 1.520, 6.309], [-2.950, 2.195, 5.203], [-3.086, 2.494, 6.907], [1.129, 6.212, 5.918], [0.119, 5.158, 6.920], [-0.628, 6.260, 5.649], [-0.875, -6.325, 4.122], [-0.460, -5.773, 2.814], [-1.214, -4.755, 2.359], [-2.287, -4.316, 2.786], [-0.700, -4.442, 1.166], [-1.179, -3.300, 0.447], [-0.086, -7.025, 4.395], [-1.769, -6.949, 4.122], [-1.026, -5.556, 4.879], [-0.642, -3.300, -0.501], [-1.050, -2.313, 0.890], [-2.236, -3.434, 0.217], [6.087, 3.483, 1.068], [5.331, 4.051, 2.142], [4.511, 3.281, 2.887], [4.322, 2.096, 2.666], [4.064, 4.007, 3.875], [3.196, 3.346, 4.810], [5.553, 2.722, 0.500], [7.049, 3.173, 1.476], [6.186, 4.333, 0.392], [3.709, 2.794, 5.598], [2.356, 2.799, 4.382], [2.712, 4.204, 5.277], [-1.878, 6.881, -2.636], [-1.375, 5.845, -1.798], [-1.193, 5.872, -0.469], [-1.187, 6.911, 0.201], [-1.019, 4.619, -0.002], [-0.971, 4.385, 1.390], [-2.419, 7.665, -2.107], [-2.681, 6.535, -3.287], [-1.042, 7.362, -3.145], [-1.200, 5.224, 2.048], [-0.035, 3.882, 1.632], [-1.740, 3.673, 1.689], [-0.874, 3.110, -3.309], [-2.100, 2.811, -2.595], [-3.248, 3.337, -3.013], [-3.495, 4.030, -4.020], [-4.221, 3.062, -2.109], [-4.011, 2.497, -0.801], [-0.001, 2.965, -2.673], [-0.865, 4.161, -3.599], [-0.774, 2.537, -4.231], [-3.077, 2.792, -0.324], [-4.013, 1.407, -0.799], [-4.868, 2.695, -0.157], [3.050, -1.775, -3.383], [2.545, -0.718, -4.211], [1.774, -0.952, -5.285], [1.371, -2.066, -5.645], [1.456, 0.152, -5.827], [0.625, 0.219, -6.956], [2.183, -2.075, -2.795], [3.848, -1.494, -2.695], [3.357, -2.584, -4.046], [-0.380, 0.110, -6.546], [0.685, -0.619, -7.652], [0.609, 1.112, -7.580], [-6.278, 2.065, -5.524], [-5.659, 0.918, -4.957], [-4.330, 0.722, -5.198], [-3.658, 1.214, -6.071], [-3.815, -0.236, -4.398], [-4.625, -0.971, -3.505], [-6.237, 2.068, -6.613], [-5.775, 2.950, -5.133], [-7.314, 1.975, -5.198], [-5.039, -0.283, -2.768], [-4.162, -1.772, -2.928], [-5.524, -1.361, -3.983], [3.685, -2.748, 1.904], [4.800, -3.175, 1.163], [5.065, -4.516, 1.063], [4.422, -5.336, 1.699], [6.067, -4.799, 0.216], [6.435, -6.097, -0.104], [3.770, -3.076, 2.940], [2.688, -2.961, 1.520], [3.649, -1.673, 2.081], [5.602, -6.592, -0.601], [6.396, -6.638, 0.841], [7.401, -6.242, -0.588], [1.288, 0.582, 1.900], [0.135, 0.355, 1.070], [0.268, -0.449, -0.073], [1.210, -1.197, -0.336], [-0.841, -0.281, -0.810], [-0.911, -0.640, -2.221], [2.203, 0.033, 1.674], [1.093, 0.363, 2.949], [1.670, 1.602, 1.937], [-0.865, 0.313, -2.747], [-1.904, -1.081, -2.311], [-0.032, -1.276, -2.332], [4.242, -6.075, -4.284], [4.029, -5.836, -2.925], [2.800, -5.505, -2.452], [1.729, -5.513, -3.045], [2.982, -5.292, -1.127], [1.844, -5.032, -0.306], [3.323, -6.507, -4.680], [5.153, -6.650, -4.448], [4.448, -5.157, -4.835], [1.015, -5.643, -0.662], [1.480, -4.008, -0.392], [2.045, -5.300, 0.731], [2.605, 6.294, -1.127], [3.108, 5.039, -0.744], [2.636, 3.959, -1.497], [2.139, 4.120, -2.604], [3.143, 2.853, -1.029], [2.994, 1.551, -1.727], [3.166, 7.096, -0.647], [1.685, 6.588, -0.622], [2.677, 6.510, -2.193], [2.066, 1.464, -2.291], [2.934, 0.748, -0.992], [3.865, 1.452, -2.376]], "lowdin_charge": [-0.01, -0.03, -0.56, 0.16, -0.04, -0.05, 0.09, 0.08, 0.06, 0.09, 0.09, 0.09, -0.06, -0.04, -0.52, 0.14, -0.03, -0.01, 0.10, 0.06, 0.10, 0.10, 0.08, 0.08, -0.06, -0.07, -0.48, 0.13, -0.04, -0.04, 0.07, 0.10, 0.10, 0.09, 0.09, 0.10, -0.04, -0.05, -0.48, 0.08, -0.02, -0.01, 0.09, 0.08, 0.09, 0.10, 0.10, 0.10, -0.01, 0.00, -0.58, 0.09, -0.02, -0.02, 0.09, 0.09, 0.09, 0.08, 0.08, 0.10, -0.03, -0.01, -0.60, 0.10, 0.04, -0.02, 0.09, 0.10, 0.09, 0.10, 0.07, 0.08, -0.03, -0.03, -0.54, 0.09, 0.00, -0.04, 0.09, 0.09, 0.10, 0.10, 0.09, 0.08, -0.01, -0.02, -0.55, 0.09, 0.00, -0.04, 0.07, 0.09, 0.10, 0.07, 0.08, 0.10, -0.01, -0.02, -0.62, 0.10, 0.04, -0.03, 0.08, 0.10, 0.09, 0.08, 0.10, 0.10, -0.03, -0.04, -0.56, 0.14, -0.04, -0.06, 0.10, 0.09, 0.10, 0.09, 0.09, 0.10, -0.07, 0.00, -0.54, 0.10, 0.00, -0.06, 0.10, 0.08, 0.08, 0.09, 0.09, 0.10, -0.03, -0.02, -0.53, 0.08, -0.04, 0.04, 0.08, 0.07, 0.08, 0.09, 0.09, 0.09, -0.06, -0.02, -0.53, 0.12, -0.01, -0.03, 0.10, 0.09, 0.09, 0.09, 0.08, 0.10, -0.07, -0.02, -0.55, 0.10, 0.01, 0.03, 0.09, 0.09, 0.10, 0.08, 0.08, 0.10]}